{"formula": "C9H21N4", "method": "the ωB97M-V functional and the def2-TZVPD basis", "max_force_ha_per_bohr": 0.0967, "total_charge": 1, "relative_energy_kj_mol": 330.2, "homo_ev": -12.26, "symbols": ["C", "C", "C", "C", "C", "C", "C", "C", "C", "N", "N", "N", "N", "H", "H", "H", "H", "H", "H", "H", "H", "H", "H", "H", "H", "H", "H", "H", "H", "H", "H", "H", "H", "H"], "positions_angstrom": [[-1.5730, -3.0342, -0.3621], [-2.9948, 1.9346, 0.5754], [-0.8658, -2.3488, 0.5397], [-2.2967, 0.7354, 0.5495], [1.0302, 2.1452, 0.9754], [2.7766, 0.2797, 0.7479], [0.4320, -1.6711, 0.1642], [-1.4959, 0.3097, -0.6665], [1.4059, 0.7569, 0.3201], [0.8441, -1.9098, -1.1756], [-1.1363, 1.1898, -1.5757], [1.4582, 0.9347, -1.1368], [0.3505, -0.1954, 0.5406], [-2.5085, -3.3382, 0.0440], [-1.2851, -3.2286, -1.4675], [-3.7895, 2.2284, 1.2416], [-2.7380, 2.6421, -0.0872], [-1.0967, -2.1843, 1.5876], [-2.4323, -0.0460, 1.3714], [0.0037, 2.4342, 0.5404], [1.8264, 2.9563, 0.8894], [0.8515, 1.9591, 2.0003], [3.5126, 1.0132, 0.4708], [2.6904, 0.1519, 1.9460], [2.9388, -0.6185, 0.2173], [1.3482, -2.0428, 0.8787], [-1.2859, -0.6994, -0.8114], [0.0476, -1.9021, -1.7131], [1.4549, -2.7255, -1.2856], [-0.7411, 2.1099, -1.3621], [-0.7256, 0.8580, -2.5134], [2.2348, 1.5557, -1.3520], [1.5798, 0.0364, -1.5980], [0.1790, -0.2866, 1.5070]]}

---

{"formula": "C3H7NO", "method": "the ωB97M-V functional and the def2-TZVPD basis", "max_force_ha_per_bohr": 0.0282, "smiles": "CCNC=O", "total_charge": 0, "relative_energy_kj_mol": 62.9, "homo_ev": -9.81, "symbols": ["C", "C", "N", "C", "O", "H", "H", "H", "H", "H", "H", "H"], "positions_angstrom": [[1.6778, -0.1829, 0.0497], [0.3351, 0.5201, -0.0959], [-0.7756, -0.3550, -0.3640], [-1.9916, -0.1598, 0.1959], [-3.0261, -0.7696, 0.0212], [2.4514, 0.5728, 0.1783], [1.8796, -0.7017, -0.8847], [1.7031, -0.8431, 0.9130], [0.0435, 1.0976, 0.7867], [0.4506, 1.3459, -0.8137], [-0.7520, -1.2145, -0.9015], [-1.9958, 0.6900, 0.9150]]}